The following is a DFT calculation (the ωB97M-V functional and the def2-TZVPD basis) of a 13-piece molecular cluster, C52H80F30O26 overall at a distorted geometry.

Values from the calculation:
Spin multiplicity: 2
Expectation value of S²: 0.75
Net charge: -1
HOMO-LUMO gap (spin up / spin down), eV: 2.14 / 6.83
DFT total energy, Ha: -6981.5163
HOMO energy (spin up / spin down), eV: -0.43 / -5.12

XYZ file:
```
188
Properties=species:S:1:pos:R:3:forces:R:3:lowdin_spin:R:1
C 4.25239 1.01162 4.43831 0.4 -0.6 -1.2 0.00
O 3.79359 0.59864 3.14518 0.1 0.9 0.3 0.00
C 4.17628 -0.68907 2.75714 -0.1 -0.8 0.2 0.00
C 3.43578 -1.80440 3.48252 0.0 -0.8 -0.8 0.00
O 3.98523 -2.18059 4.73419 0.2 0.5 1.8 0.00
C 3.04711 -2.71571 5.67355 0.3 0.7 -0.7 0.00
H 4.07857 2.08513 4.51219 -0.5 -0.2 0.3 0.00
H 5.33535 0.90048 4.49247 0.3 -0.2 0.0 0.00
H 3.83012 0.34014 5.18592 -0.2 0.5 0.4 0.00
H 5.24745 -0.88251 2.81449 0.4 0.3 0.4 0.00
H 3.96667 -0.77775 1.69117 -0.3 0.0 0.0 0.00
H 3.55947 -2.71060 2.88957 -0.3 0.1 -0.5 0.00
H 2.37434 -1.56029 3.52547 -0.1 0.1 0.3 0.00
H 2.48422 -3.50622 5.17720 -0.1 -0.2 0.3 0.00
H 2.37730 -1.94934 6.06361 -0.5 0.3 -0.5 0.00
H 3.51567 -3.03877 6.60316 0.7 -0.5 -0.5 0.00
C -1.06745 0.30254 -0.20845 -0.4 -0.5 1.4 0.00
O -1.16963 0.24638 -1.59636 0.3 0.8 -0.6 0.00
C -0.27813 1.14232 -2.29606 0.6 -0.3 0.2 0.00
C 1.22157 0.96355 -2.07516 -0.9 -1.0 0.6 0.00
O 1.58659 1.43662 -0.79174 0.3 1.0 0.5 0.00
C 2.90916 1.05596 -0.44539 0.2 -0.6 0.4 0.00
H -0.09132 -0.03573 0.13915 0.1 0.5 0.1 0.00
H -1.77500 -0.33724 0.31898 -0.3 -0.9 -0.9 0.00
H -1.42783 1.21712 0.26245 0.8 0.9 -0.5 0.00
H -0.43025 2.20487 -2.10645 -0.9 0.1 0.3 0.00
H -0.45619 0.93589 -3.35142 -0.1 0.1 -0.1 0.00
H 1.74197 1.53989 -2.84009 0.2 -0.3 -0.2 0.00
H 1.42300 -0.10738 -2.10074 0.6 -0.1 -0.6 0.00
H 2.89754 0.05043 -0.02484 0.0 -0.5 -0.5 0.00
H 3.35442 1.61200 0.37963 -0.6 0.8 -0.1 0.00
H 3.60228 1.08555 -1.28611 -0.2 -0.2 -0.2 0.00
C -8.39959 3.37598 -5.68108 0.4 0.6 -0.7 0.00
O -6.99084 3.24254 -5.57372 -0.7 0.2 0.3 0.00
C -6.74660 2.08772 -4.81430 1.3 -0.3 0.7 0.00
C -5.25753 1.80972 -4.80125 -0.3 -0.4 -0.2 0.00
O -5.00629 0.41775 -4.47885 0.8 2.0 -0.7 0.00
C -3.61596 0.15997 -4.78633 -1.2 -1.2 0.2 0.00
H -8.71994 2.49260 -6.23345 -0.7 0.2 -0.1 0.00
H -8.60829 4.31113 -6.20074 0.1 -0.2 -0.5 0.00
H -8.95734 3.49496 -4.75217 0.3 -0.5 0.5 0.00
H -7.22071 1.19443 -5.22095 -0.5 0.0 0.0 0.00
H -6.99616 2.29299 -3.77330 -0.8 -0.4 0.1 0.00
H -4.81415 2.51390 -4.09722 0.5 -0.2 0.3 0.00
H -4.87892 2.08818 -5.78471 0.3 -0.3 -0.2 0.00
H -3.40413 0.35467 -5.83767 0.1 0.4 0.1 0.00
H -3.54313 -0.92128 -4.66930 0.4 0.0 0.2 0.00
H -2.93864 0.65995 -4.09396 0.0 0.2 -0.1 0.00
C 1.55944 6.19032 -2.60844 -0.1 -0.8 -0.8 0.00
C 1.61005 4.92559 -1.75956 0.8 0.4 1.1 0.00
O 2.73512 4.17134 -2.24404 1.5 -1.4 -1.0 0.00
C 3.98708 4.16326 -1.73194 -1.2 2.1 1.6 0.00
O 4.31245 4.75762 -0.70854 -0.4 -1.4 -2.2 0.00
C 5.05317 3.41466 -2.64658 0.0 0.9 0.6 0.00
F 5.54604 2.38768 -1.95872 -0.4 -0.4 -0.5 0.00
F 4.60378 3.07629 -3.85605 0.0 -0.3 0.8 0.00
F 6.09748 4.24940 -2.83999 -0.4 0.1 0.0 0.00
H 0.69942 6.83980 -2.44522 0.1 -0.1 0.3 0.00
H 1.47192 5.75794 -3.60518 -0.3 0.3 -0.3 0.00
H 2.49835 6.73960 -2.67788 -0.1 0.1 0.7 0.00
H 0.72637 4.30112 -1.89084 0.2 0.0 -0.3 0.00
H 1.74753 5.03587 -0.68390 0.0 0.5 0.0 0.00
C -1.17977 -3.29313 -4.15670 0.4 -0.1 -0.5 0.00
C -0.62230 -1.93415 -3.74654 -1.8 -1.3 1.5 0.00
O 0.47896 -1.61522 -4.51928 1.8 1.5 -1.8 0.00
C 0.36156 -1.04959 -5.71445 -4.4 -0.5 -1.3 0.00
O -0.70954 -0.94351 -6.37085 3.4 -0.1 2.2 0.00
C 1.69885 -0.58279 -6.27059 1.8 -0.2 -0.4 0.00
F 2.45441 -1.65571 -6.59758 -0.4 0.2 0.3 0.00
F 1.60972 0.12882 -7.42777 -0.4 -0.1 1.3 0.00
F 2.36240 0.11827 -5.33429 -0.5 0.0 -0.9 0.00
H -1.84894 -3.77429 -3.44340 -0.1 0.5 0.2 0.00
H -0.34059 -3.97338 -4.30212 0.1 -0.1 0.0 0.00
H -1.67619 -3.18462 -5.12102 -0.2 -0.1 0.0 0.00
H -0.25862 -1.97021 -2.71963 0.1 0.0 -0.1 0.00
H -1.42151 -1.19305 -3.75807 0.3 0.3 -0.3 0.00
C 6.86026 3.83758 5.98736 -0.1 -0.5 0.7 0.00
C 6.69859 4.75684 4.82607 1.2 1.5 0.4 0.00
O 6.07582 4.15424 3.71662 0.9 -1.4 -3.0 0.00
C 6.88798 3.58733 2.70642 3.1 1.0 2.8 0.00
O 8.12180 3.47399 2.76325 -3.8 0.6 0.0 0.00
C 6.15052 2.99375 1.52305 -1.9 0.2 -0.7 0.00
F 6.58770 3.48536 0.34729 -0.4 0.0 1.2 0.00
F 6.38458 1.69337 1.51382 0.0 -0.5 0.0 0.00
F 4.79062 3.17811 1.64811 1.7 0.0 -0.4 0.00
H 7.70392 3.17266 5.80245 -0.3 -0.4 0.0 0.00
H 5.92851 3.31718 6.20901 0.1 -0.3 -0.2 0.00
H 7.10877 4.35564 6.91361 0.0 0.4 -0.1 0.00
H 7.68401 5.16331 4.59837 0.2 -0.3 -0.6 0.00
H 6.15556 5.67385 5.05482 -0.6 -0.3 0.0 0.00
C -1.27450 -7.01100 -0.95701 0.0 -0.6 0.1 0.00
C -2.28024 -6.25030 -1.79335 0.9 -1.8 -0.1 0.00
O -2.67520 -5.05575 -1.14037 -1.1 1.6 0.5 0.00
C -3.69724 -5.04396 -0.25037 -0.1 -5.4 -0.7 0.00
O -4.27402 -6.09703 0.11054 1.5 3.7 -0.7 0.00
C -4.12273 -3.66070 0.19721 -0.5 0.7 -0.6 0.00
F -5.41088 -3.48402 -0.10351 -0.5 -0.1 -0.7 0.00
F -4.06083 -3.49877 1.48957 0.7 -0.2 1.6 0.00
F -3.41996 -2.70969 -0.39280 0.3 0.2 -0.2 0.00
H -0.83018 -7.82598 -1.52840 -0.5 -0.3 -0.3 0.00
H -1.86939 -7.44533 -0.15354 0.7 0.0 0.6 0.00
H -0.36560 -6.47462 -0.68443 -0.5 0.5 0.5 0.00
H -3.10491 -6.93993 -1.97350 -0.4 0.4 0.2 0.00
H -1.79695 -6.12184 -2.76187 -0.4 1.3 0.0 0.00
C 7.20253 -1.24301 -0.91274 -0.6 -0.6 -1.1 0.00
C 5.90148 -1.02771 -1.69017 -0.6 0.2 0.1 0.00
O 5.36490 -2.23415 -2.22311 1.2 -0.3 0.5 0.10
C 4.04872 -2.21725 -2.76845 0.8 -1.1 0.0 0.40
O 3.42193 -1.14503 -2.87478 -1.2 1.7 -0.1 0.29
C 3.50962 -3.53205 -3.25632 2.0 4.1 1.4 0.09
F 2.99762 -3.39698 -4.49037 -1.3 -0.5 -0.5 0.03
F 4.41212 -4.46910 -3.32211 1.2 -2.0 0.0 0.02
F 2.54391 -3.95404 -2.38516 -1.4 -1.1 -0.4 0.05
H 7.63317 -0.28070 -0.63596 -0.1 0.0 0.2 0.00
H 7.91520 -1.75784 -1.55706 0.2 -0.2 0.2 0.00
H 6.93795 -1.84497 -0.04341 0.5 0.0 0.1 0.00
H 6.00390 -0.25321 -2.45027 0.2 -0.1 -0.4 0.00
H 5.25412 -0.56291 -0.94655 -0.7 -0.1 0.0 0.00
C -0.74385 -5.07308 6.93755 -0.2 0.4 -0.4 0.00
C -0.16384 -3.81944 6.24127 0.8 -1.3 0.1 0.00
O -1.20825 -3.05321 5.64741 -1.7 1.2 -0.5 0.00
C -1.00392 -2.20046 4.61559 4.1 -0.8 0.5 0.00
O 0.12300 -2.06678 4.14258 -2.6 0.1 0.3 0.00
C -2.18630 -1.30933 4.15199 -0.3 0.0 -0.7 0.00
F -2.07347 -0.06758 4.58770 1.0 0.7 0.4 0.00
F -2.23773 -1.25516 2.81077 0.2 -0.4 0.6 0.00
F -3.34635 -1.71726 4.61051 -0.9 -1.0 0.2 0.00
H -1.72205 -4.93552 7.39830 0.0 0.5 -0.1 0.00
H -0.09229 -5.35765 7.76374 0.2 -0.2 -0.3 0.00
H -0.87367 -5.88754 6.22489 0.2 -0.1 0.1 0.00
H 0.57994 -4.11405 5.50094 -0.4 -0.1 -0.4 0.00
H 0.47688 -3.31070 6.96153 -0.7 1.0 0.1 0.00
C 1.28728 2.77267 3.53352 -0.6 0.5 -0.1 0.00
C 0.48473 2.42035 2.27099 1.6 0.0 0.2 0.00
O -0.90386 2.15521 2.46130 -1.6 -0.2 0.7 0.00
C -1.71660 3.15462 2.72028 1.4 3.5 -0.4 0.00
O -1.36860 4.35416 2.81545 -1.3 -3.5 -0.1 0.00
C -3.25031 2.80557 2.70406 0.3 0.6 0.2 0.00
F -3.89616 3.47319 3.66765 0.3 -0.2 0.3 0.00
F -3.76849 3.28242 1.55339 0.2 -0.6 -0.1 0.00
F -3.52768 1.51039 2.83568 0.2 0.4 -0.2 0.00
H 1.24760 1.99160 4.29276 0.1 -0.2 -0.2 0.00
H 0.95669 3.70064 4.00009 -0.3 0.0 -0.1 0.00
H 2.31791 2.97570 3.24250 0.0 -0.4 -0.1 0.00
H 0.87472 1.47608 1.89104 -0.1 0.1 -0.2 0.00
H 0.59831 3.18989 1.50745 -0.1 0.0 0.0 0.00
C -8.35578 0.96181 3.15132 1.6 0.4 -0.1 0.00
C -8.25590 -0.00523 1.97763 -2.1 0.7 0.1 0.00
O -6.97468 -0.05871 1.37474 2.2 0.0 0.2 0.00
C -6.63212 0.56013 0.21055 -4.8 0.1 -0.7 0.00
O -7.51440 0.98217 -0.54010 2.6 -0.3 1.3 0.00
C -5.13802 0.51336 -0.17529 -1.5 -1.9 -0.6 0.00
F -4.75298 1.63405 -0.70238 0.5 1.3 0.1 0.00
F -4.42640 0.14373 0.85991 0.8 0.1 0.3 0.00
F -5.01953 -0.42039 -1.15071 0.0 0.1 0.5 0.00
H -7.93201 1.89063 2.76944 -0.3 0.4 0.4 0.00
H -7.72314 0.64951 3.98218 0.1 -0.1 0.0 0.00
H -9.35073 1.11427 3.56956 -0.1 -0.1 -0.5 0.00
H -9.00086 0.34499 1.26316 0.2 -0.3 -0.4 0.00
H -8.59946 -0.96198 2.37094 0.7 -0.5 -0.7 0.00
C -2.82252 3.95288 -1.44720 -0.2 -0.6 -1.1 0.00
C -2.66272 4.69886 -2.81100 -1.7 1.4 2.5 0.00
O -1.56873 4.18732 -3.46189 2.2 -1.3 -2.4 0.00
C -1.56290 3.95017 -4.78084 -4.8 0.6 -1.5 0.00
O -2.55034 4.02915 -5.55934 3.4 0.0 2.9 0.00
C -0.24899 3.46725 -5.34414 0.5 -1.0 0.7 0.00
F 0.67234 3.25853 -4.38482 0.0 0.6 -0.3 0.00
F -0.44845 2.30684 -5.93079 -0.3 -1.1 -0.3 0.00
F 0.20256 4.27327 -6.27284 0.6 1.1 -0.2 0.00
H -3.63140 4.30103 -0.80487 0.2 0.5 -0.2 0.00
H -1.87497 3.91084 -0.91009 0.0 0.4 0.1 0.00
H -3.07850 2.90824 -1.62416 0.1 -0.1 -0.3 0.00
H -2.39547 5.73230 -2.59041 0.0 0.2 0.1 0.00
H -3.56580 4.78697 -3.41497 0.1 -0.7 -0.1 0.00
C -0.64668 -7.00002 3.52467 0.5 0.3 -0.9 0.00
C 0.57609 -6.20517 3.00060 0.3 -0.9 0.9 0.00
O 0.14028 -5.11821 2.22337 -0.4 1.6 -1.4 0.00
C 1.05088 -4.28823 1.63086 0.5 -1.3 1.4 0.00
O 2.24276 -4.40588 1.74571 -1.0 0.0 -0.2 0.00
C 0.45175 -3.09931 0.84153 -0.9 -0.7 0.3 0.00
F -0.87476 -2.92693 0.99548 0.1 -0.3 0.4 0.00
F 1.06128 -2.02120 1.23397 0.6 1.4 0.8 0.00
F 0.67802 -3.24074 -0.42901 0.2 -0.6 -1.5 0.00
H -1.06993 -7.64450 2.75421 0.1 0.0 -0.2 0.00
H -1.45776 -6.33059 3.81123 0.2 0.1 0.4 0.00
H -0.32084 -7.65390 4.33361 -0.1 0.2 0.2 0.00
H 1.27549 -6.83506 2.45089 -0.2 -0.1 -0.3 0.00
H 1.17979 -5.83899 3.83100 -0.1 0.2 0.2 0.00
```
Forces are in eV/Å.